No. 1
{"formula": "C4H2O", "method": "ωB97M-V/def2-TZVPD", "homo_ev": -9.82, "orbital_gap_ev": 7.92, "charge": 0, "species": ["C", "C", "C", "C", "O", "H", "H"], "xyz": [[1.049797, 1.052222, -0.246615], [1.917536, 1.916138, -0.584123], [-0.857990, -0.897601, -0.277910], [0.539403, 0.001993, 0.362450], [-1.755542, -0.100701, -0.234350], [0.374786, 0.029964, 1.427202], [-1.267989, -2.002014, -0.446652]], "forces_ev_per_a": [[0.2, -1.1, 0.2], [0.3, 0.5, -0.4], [-0.8, 0.9, 1.1], [-3.1, -1.1, -1.3], [0.6, -0.4, -0.3], [0.5, -0.4, 0.5], [2.2, 1.5, 0.2]]}

---

No. 2
{"formula": "C9H14", "method": "ωB97M-V/def2-TZVPD", "homo_ev": -9.06, "orbital_gap_ev": 10.07, "smiles": "Cc1ccccc1.CC", "charge": 0, "species": ["C", "C", "C", "C", "C", "C", "C", "H", "H", "H", "H", "H", "H", "H", "H", "C", "C", "H", "H", "H", "H", "H", "H"], "xyz": [[3.085200, -1.957004, 0.602117], [2.246925, -0.714670, 0.636000], [0.907915, -0.765034, 0.985373], [0.072052, 0.343964, 1.032389], [0.619973, 1.591560, 0.764825], [1.969865, 1.680112, 0.450343], [2.775782, 0.564126, 0.423978], [4.059643, -1.808241, 1.073070], [3.211420, -2.315883, -0.420233], [2.618164, -2.739817, 1.200839], [0.474529, -1.729467, 1.244352], [-0.986972, 0.268745, 1.230238], [-0.019859, 2.454988, 0.616798], [2.397918, 2.657171, 0.250533], [3.843937, 0.672504, 0.255547], [-2.963576, 0.273805, -0.697541], [-3.866361, 0.167216, -1.916760], [-3.154847, -0.521851, 0.004332], [-1.899093, 0.290698, -0.899907], [-3.151718, 1.134116, -0.049664], [-3.325541, 0.480155, -2.814422], [-4.187771, -0.850574, -2.131654], [-4.727585, 0.823383, -1.840553]], "forces_ev_per_a": [[0.0, -0.1, 0.4], [0.0, 0.9, 0.5], [-0.8, -0.8, 0.2], [0.6, 0.5, -0.1], [-0.2, -0.2, -0.8], [0.0, 0.6, 0.2], [0.4, -0.6, -0.1], [0.1, 0.2, -0.3], [0.1, -0.1, 0.1], [-0.2, -0.1, -0.2], [0.1, 0.0, -0.1], [0.0, -0.2, 0.2], [0.1, 0.0, 0.4], [0.0, -0.1, 0.0], [-0.1, 0.0, -0.2], [-0.2, 0.2, 0.8], [0.5, 0.3, -0.6], [0.1, -0.7, 0.1], [0.1, -0.2, -0.3], [-0.1, 0.4, -0.5], [-0.1, 0.1, 0.0], [-0.1, 0.0, 0.2], [-0.2, -0.1, 0.1]]}

---

No. 3
{"formula": "C21H12F4N3O", "method": "ωB97M-V/def2-TZVPD", "homo_ev": -10.67, "orbital_gap_ev": 4.03, "charge": 1, "species": ["F", "C", "C", "C", "F", "C", "C", "C", "C", "C", "C", "F", "C", "C", "F", "C", "C", "H", "H", "H", "H", "H", "H", "H", "O", "C", "C", "C", "C", "C", "C", "C", "N", "C", "N", "N", "H", "H", "H", "H", "H"], "xyz": [[-3.884035, 3.908937, -2.022568], [-3.630611, 2.551870, -1.970659], [-4.721027, 1.684509, -1.993694], [-4.413828, 0.320880, -1.932671], [-5.460333, -0.576821, -1.961651], [-3.122591, -0.163127, -1.864275], [-2.007177, 0.739800, -1.790939], [-0.724088, 0.170818, -1.603712], [0.570149, 0.734273, -1.735933], [1.678230, -0.178558, -1.779093], [2.974707, 0.293519, -1.846107], [4.011070, -0.614534, -1.898673], [3.293712, 1.654442, -1.902320], [2.211460, 2.532147, -1.888045], [2.476858, 3.885074, -1.974270], [0.885792, 2.124673, -1.826380], [-2.308727, 2.131153, -1.914315], [-5.740548, 2.045680, -2.064544], [-2.928164, -1.235253, -1.823171], [-0.727927, -0.908355, -1.432725], [1.473975, -1.248809, -1.751971], [4.316076, 2.006013, -1.978003], [0.107839, 2.876068, -1.811932], [-1.521703, 2.873403, -1.914869], [-1.586410, -2.789445, 1.677953], [-0.609799, -2.071271, 1.832189], [0.731381, -2.322163, 2.416198], [1.324180, -1.073300, 2.654769], [2.571752, -0.924806, 3.243771], [3.272344, -2.091805, 3.583626], [2.667661, -3.348419, 3.402829], [1.383820, -3.474254, 2.851448], [0.481542, -0.068065, 2.218927], [-0.602944, -0.615274, 1.591195], [-1.772320, 0.059048, 1.555614], [-2.658596, 0.785768, 1.551500], [2.969552, 0.080386, 3.384641], [4.289110, -2.017115, 3.972005], [3.220337, -4.240271, 3.695848], [0.875345, -4.431345, 2.742383], [0.633942, 0.934516, 2.307629]], "forces_ev_per_a": [[0.4, -1.9, 0.0], [0.1, 1.3, -0.2], [0.7, -0.5, 0.1], [-1.2, -0.7, -0.3], [1.5, 1.2, 0.0], [0.6, 0.0, 0.6], [-1.5, 0.4, -0.2], [-0.1, -0.3, -0.4], [1.7, 0.5, 0.0], [-0.7, 0.1, 0.3], [1.1, -0.7, -0.3], [-1.4, 1.2, 0.1], [-0.7, -0.5, 0.0], [-0.1, 1.2, -0.2], [-0.4, -1.8, 0.2], [0.1, -0.3, 0.2], [-0.1, -0.1, 0.4], [0.1, -0.1, 0.0], [-0.3, 0.2, 0.0], [0.0, 0.2, -0.2], [0.3, 0.2, 0.0], [-0.1, -0.1, 0.0], [0.6, 0.0, 0.0], [-0.6, 0.0, 0.0], [0.9, 0.3, -0.2], [-0.8, -1.1, 0.1], [0.1, 0.2, 0.3], [0.1, -0.3, 0.0], [0.3, -0.2, -0.1], [-0.7, 0.3, -0.3], [-0.2, -0.2, -0.1], [0.3, 0.1, 0.0], [0.8, 1.9, 0.2], [-2.3, 0.6, -0.4], [-0.6, 1.4, 0.6], [2.0, -2.0, -0.4], [0.1, -0.3, 0.1], [-0.4, -0.1, 0.0], [-0.2, 0.2, -0.1], [0.3, 0.1, 0.0], [0.2, -0.7, 0.0]]}

---

No. 4
{"formula": "C19H22ClCrN6O3S", "method": "ωB97M-V/def2-TZVPD", "spin_multiplicity": 4, "homo_ev": [-6.80, -6.82], "orbital_gap_ev": [6.38, 6.41], "s_squared": 3.814, "charge": 0, "species": ["Cr", "C", "C", "N", "N", "C", "N", "S", "C", "C", "C", "C", "C", "N", "H", "H", "H", "H", "H", "H", "H", "H", "H", "H", "N", "C", "C", "O", "N", "C", "C", "O", "O", "H", "H", "H", "H", "H", "H", "Cl", "C", "C", "C", "C", "C", "C", "C", "H", "H", "H", "H", "H", "H"], "xyz": [[-0.051349, -1.215428, -0.612935], [-1.693024, -1.081800, 3.322599], [-1.222105, -0.543176, 2.066698], [-0.288829, -1.246065, 1.370585], [0.458703, -2.259271, 1.979153], [0.510232, -3.443347, 1.351993], [1.017919, -4.489383, 2.004815], [0.098084, -3.618567, -0.301709], [-1.827331, 0.667270, 1.573151], [-3.104192, 1.019765, 1.911146], [-3.715541, 2.139162, 1.399352], [-3.091841, 2.872089, 0.377812], [-1.808706, 2.633926, -0.042662], [-1.102431, 1.525919, 0.592198], [-0.873756, -1.648454, 3.861588], [-2.459394, -1.780190, 3.116405], [-2.078935, -0.275947, 4.022383], [0.851997, -2.081040, 2.923846], [1.242096, -4.440349, 2.988662], [1.265746, -5.318999, 1.528617], [-3.659504, 0.367707, 2.582593], [-4.675750, 2.450560, 1.841744], [-3.627694, 3.609491, -0.133799], [-1.269406, 3.164664, -0.772572], [1.983976, -1.286590, -1.262324], [2.162464, -1.060029, -2.755616], [0.816537, -0.665861, -3.402374], [0.784489, 0.038494, -4.427518], [-0.279098, -1.109727, -2.704638], [-1.677427, -1.057435, -3.144631], [-2.603944, -0.878540, -1.905255], [-3.759868, -0.544069, -1.959752], [-1.992625, -1.020494, -0.749884], [2.493423, -0.633444, -0.661953], [2.203293, -2.231055, -0.952993], [2.497262, -2.007038, -3.237866], [2.980645, -0.327328, -2.934240], [-1.813030, -2.040124, -3.606199], [-1.726496, -0.336145, -3.987678], [5.238665, 3.364354, 0.362836], [3.732190, 2.655236, 0.073890], [3.068183, 2.697299, -1.211662], [1.820116, 2.121030, -1.374786], [1.224802, 1.412366, -0.269435], [-0.122460, 0.916049, -0.408420], [1.918039, 1.414050, 1.012519], [3.143738, 2.006407, 1.124328], [3.700186, 3.114937, -2.019144], [1.269092, 2.157097, -2.320010], [-0.575695, 1.025563, -1.398532], [-0.472549, 2.054961, 1.173522], [1.404648, 1.151169, 1.956896], [3.686459, 2.060327, 2.039255]], "forces_ev_per_a": [[-1.9, 1.3, -2.3], [0.6, 0.4, 3.0], [0.6, 1.4, -2.4], [0.3, 1.4, 0.0], [-0.5, -0.1, 1.1], [0.4, 0.1, -0.6], [0.2, 0.4, 1.4], [-0.2, -0.3, 0.7], [2.4, -2.9, -0.1], [-1.8, 1.5, 0.3], [-1.0, -1.1, 1.7], [2.8, -0.4, -0.9], [-3.7, -0.5, 1.3], [2.0, 0.0, 0.1], [-1.0, 0.7, -0.4], [-1.0, -0.9, 0.0], [0.5, -1.1, -0.9], [-0.4, -0.5, -1.1], [-0.1, 0.0, -0.2], [0.1, -0.6, -0.6], [0.2, 0.3, 0.0], [0.4, -0.3, -0.7], [-0.7, 1.2, -0.6], [0.5, 0.3, -0.8], [0.2, 0.0, 0.2], [0.3, -0.4, 0.5], [-2.1, 1.0, -0.1], [0.5, -0.9, 0.6], [2.1, -0.2, 1.6], [1.5, 0.0, -0.7], [0.9, 0.8, 0.1], [-0.6, -0.2, -0.7], [0.4, -0.6, -0.1], [0.1, -0.1, -0.6], [0.3, 0.1, -0.4], [-0.3, 0.5, 0.4], [-0.9, -0.3, 0.1], [-0.8, 0.0, 0.1], [-0.7, 0.0, 0.8], [1.1, 0.6, -0.3], [-1.8, -0.7, -2.2], [2.0, 0.0, 1.0], [0.1, -1.0, 1.1], [1.1, 2.2, 1.0], [-1.0, -1.6, -0.8], [-2.0, 0.0, -1.3], [0.4, 0.5, 0.1], [-1.0, 0.0, 0.3], [0.3, 0.0, 0.3], [0.3, 0.5, 0.2], [0.6, -0.1, 0.6], [0.2, -0.4, -0.8], [0.0, -0.2, 0.8]]}

---

We obtain electronic energy values of -228.599939 -351.318020 -1446.050685 -3194.266939 hartree for the records listed above, in that order.
We obtain ΔE to the lowest compared entry with this formula, charge and spin values of 4.339 0.331 2.144 3.328 eV for the records listed above, in that order.